Version P
Density functional theory data (ωB97M-V with the def2-TZVPD basis set) for 2 unconnected molecules or ions with the total composition C2H8NO2PS.

Atoms and positions in Å:
1 C -2.519 -0.025 0.331
2 C -1.362 -0.845 0.527
3 N -0.199 -0.496 0.087
4 O 1.798 1.436 -0.039
5 O -0.270 1.754 -1.244
6 P 0.341 1.429 0.242
7 S 3.197 -1.295 0.066
8 H -3.271 -0.576 -0.320
9 H -2.985 0.064 1.371
10 H -2.316 0.920 -0.097
11 H -1.299 -1.625 1.254
12 H 3.193 -0.233 -0.784
13 H 4.588 -1.212 0.262
14 H 0.543 -1.160 0.044
15 H 0.560 1.865 -1.699

## Properties
gap between HOMO and LUMO: 8.5 eV
spin multiplicity: 1
HOMO energy: -8.7 eV

Version Q
Density functional theory data (ωB97M-V with the def2-TZVPD basis set) for 2 unconnected molecules or ions with the total composition C2H8NO2PS.

Atoms and positions in Å:
1 C -1.836 0.629 0.514
2 C -1.938 -0.684 0.549
3 N -1.939 1.382 -0.655
4 O 1.353 -0.729 -1.814
5 O 1.369 -1.292 0.617
6 P 3.529 0.604 -0.480
7 S 1.421 -0.087 -0.493
8 H -1.867 1.280 1.369
9 H 1.551 -2.212 0.410
10 H -2.189 -1.216 -0.342
11 H -2.014 -1.294 1.428
12 H -2.367 2.288 -0.542
13 H -2.237 0.929 -1.544
14 H 3.750 -0.726 0.133
15 H 3.414 1.129 0.849

## Properties
SMILES: O=S(O)#[PH2].C=CN
gap between HOMO and LUMO: 8.8 eV
spin multiplicity: 1
HOMO energy: -8.2 eV

Version R
Density functional theory data (ωB97M-V with the def2-TZVPD basis set) for C2H8NO2PS in the gas phase.

Atoms and positions in Å:
1 C 1.420 1.323 -0.829
2 C 0.511 -1.385 1.486
3 N -2.115 -0.099 -1.130
4 O 0.254 0.637 -1.227
5 O -0.283 -1.283 0.345
6 P -0.872 0.244 -0.113
7 S -1.171 1.554 1.252
8 H 1.315 2.414 -1.066
9 H 2.269 0.848 -1.481
10 H 1.611 0.984 0.290
11 H 1.053 -2.306 1.241
12 H -0.218 -1.625 2.201
13 H 1.262 -0.583 1.774
14 H -1.935 -0.791 -1.922
15 H -3.100 0.069 -0.820

## Properties
SMILES: COP(N)(=S)OC
gap between HOMO and LUMO: 10.0 eV
spin multiplicity: 1
HOMO energy: -9.2 eV

Most stable: version R. Least stable: version Q.

Version P
Density functional theory data (ωB97M-V with the def2-TZVPD basis set) for 2 unconnected molecules or ions with the total composition C2H4NP.

Atoms and positions in Å:
1 C -0.122 -1.029 -0.697
2 C -0.417 0.301 -0.105
3 N -1.056 -2.019 -0.727
4 P -0.380 -2.016 -2.182
5 H 1.392 -1.585 0.189
6 H -0.841 1.184 -0.717
7 H 0.346 0.802 0.405
8 H -1.266 0.162 0.623

## Properties
gap between HOMO and LUMO (alpha / beta): 7.4 / 7.4 eV
spin multiplicity: 1
HOMO energy (alpha / beta): -8.5 / -8.5 eV

Version Q
Density functional theory data (ωB97M-V with the def2-TZVPD basis set) for 2 unconnected molecules or ions with the total composition C2H4NP.

Atoms and positions in Å:
1 C -0.930 -0.846 0.564
2 C 0.341 -0.724 0.348
3 N -2.128 -0.862 0.422
4 P 1.100 0.020 -2.165
5 H 0.848 0.294 0.474
6 H 1.069 -1.586 0.451
7 H -2.708 -0.780 1.240
8 H -0.222 0.168 -2.329

## Properties
gap between HOMO and LUMO (alpha / beta): 6.8 / 6.9 eV
spin multiplicity: 1
HOMO energy (alpha / beta): -7.7 / -7.8 eV

Most stable: version Q. Least stable: version P.

Version P
Density functional theory data (ωB97M-V with the def2-TZVPD basis set) for a molecular structure, C2H13NO4.

Atoms and positions in Å:
1 C 0.917 1.883 -0.491
2 O 1.925 -0.553 -0.608
3 C -0.305 1.033 -0.404
4 N -0.262 0.024 -1.535
5 H 1.698 1.183 -0.254
6 H 1.029 2.214 -1.523
7 H 0.889 2.778 0.147
8 H -1.223 1.553 -0.678
9 H -0.452 0.623 0.614
10 H -0.638 -0.835 -1.097
11 H 0.745 -0.208 -1.691
12 H -1.411 -1.941 2.027
13 H 0.493 -0.889 2.149
14 O -0.899 -1.401 1.412
15 H 2.240 -1.456 -0.789
16 H 1.353 -0.643 0.878
17 O 1.190 -0.312 1.803
18 H -3.197 -1.274 -0.355
19 H -1.647 -1.106 0.655
20 O -2.445 -0.674 -0.261

## Properties
gap between HOMO and LUMO: 4.7 eV
spin multiplicity: 1
HOMO energy: -9.8 eV

Version Q
Density functional theory data (ωB97M-V with the def2-TZVPD basis set) for 4 unconnected molecules or ions with the total composition C2H13NO4.

Atoms and positions in Å:
1 C 1.161 -1.465 -1.117
2 O 1.352 -1.085 -2.466
3 C 1.635 -0.345 -0.198
4 N 0.809 0.923 -0.345
5 H 0.063 -1.669 -1.077
6 H 1.584 -2.408 -0.923
7 H 0.939 -0.208 -2.596
8 H 1.628 -0.813 0.838
9 H 2.605 -0.150 -0.641
10 H 1.533 1.571 -0.301
11 H 0.231 0.915 0.405
12 H -1.395 1.520 1.378
13 H -2.609 0.654 0.943
14 O -2.097 0.871 1.759
15 H 0.108 -0.729 3.346
16 H -0.864 -0.275 1.907
17 O -0.069 -0.747 2.386
18 H -1.864 0.627 -1.546
19 H -2.835 1.531 -0.883
20 O -1.914 1.283 -0.869

## Properties
SMILES: NCCO.O.O.O
gap between HOMO and LUMO: 9.6 eV
spin multiplicity: 1
HOMO energy: -9.4 eV

Most stable: version Q. Least stable: version P.

Version P
Density functional theory data (ωB97M-V with the def2-TZVPD basis set) for 4 unconnected molecules or ions with the total composition C2H13NO4.

Atoms and positions in Å:
1 C 1.186 0.672 -1.356
2 N -0.282 0.569 -1.653
3 C -1.035 -0.418 -1.039
4 O -0.487 -1.819 -1.198
5 H 1.397 0.687 -0.293
6 H 1.620 1.509 -1.908
7 H 1.594 -0.239 -1.802
8 H -0.392 0.687 -2.649
9 H -1.021 -0.302 0.054
10 H -2.067 -0.486 -1.374
11 H -1.009 -2.187 -1.912
12 H 0.884 0.855 3.233
13 H 0.717 -0.365 2.226
14 O 0.633 0.600 2.345
15 H 0.829 -1.574 0.084
16 H 1.576 -2.597 0.950
17 O 0.978 -1.855 1.010
18 H -1.278 3.003 0.648
19 H -0.483 1.851 1.293
20 O -1.291 2.380 1.371

## Properties
SMILES: CNCO.O.O.O
gap between HOMO and LUMO: 9.9 eV
spin multiplicity: 1
HOMO energy: -9.3 eV

Version Q
Density functional theory data (ωB97M-V with the def2-TZVPD basis set) for 4 unconnected molecules or ions with the total composition C2H13NO4.

Atoms and positions in Å:
1 C 0.540 -2.164 0.820
2 O -0.209 -1.415 1.758
3 C 0.753 -1.322 -0.405
4 N -0.432 -0.921 -1.183
5 H 0.013 -3.099 0.618
6 H 1.550 -2.401 1.173
7 H -0.084 -1.783 2.637
8 H 1.543 -1.692 -1.068
9 H 1.081 -0.368 0.025
10 H -1.004 -1.715 -1.440
11 H -0.152 -0.408 -2.012
12 H 0.278 2.635 1.866
13 H -0.264 1.472 1.033
14 O 0.556 1.892 1.344
15 H -1.693 -0.044 0.172
16 H -2.592 1.218 0.085
17 O -1.957 0.780 0.653
18 H 1.318 1.918 -3.467
19 H 1.641 2.604 -2.166
20 O 0.887 2.379 -2.723

## Properties
SMILES: NCCO.O.O.O
gap between HOMO and LUMO: 10.2 eV
spin multiplicity: 1
HOMO energy: -9.5 eV

Most stable: version Q. Least stable: version P.